Model i:
Here is a single C21H24O6 molecule from the OMol25 dataset. Energies are from ωB97M-V with the def2-TZVPD basis set.

```
! wB97M-V def2-TZVPD RIJCOSX def2/J DEFGRID3
* xyz 0 1
C 1.413 1.598 2.745
H 1.573 0.622 2.283
O 1.085 2.571 1.785
C -0.040 2.387 1.023
C -0.928 1.332 1.121
C -2.053 1.276 0.301
C -2.265 2.282 -0.627
C -1.377 3.340 -0.744
C -0.265 3.402 0.075
O 0.610 4.438 -0.035
H 1.302 4.308 0.629
H -1.536 4.129 -1.461
H -3.135 2.254 -1.264
C -3.009 0.121 0.404
H -3.259 -0.079 1.448
H -3.934 0.369 -0.122
C -2.406 -1.166 -0.196
C -3.501 -2.221 -0.273
O -3.944 -2.871 0.629
O -3.945 -2.324 -1.534
C -3.256 -1.431 -2.398
H -3.905 -0.572 -2.602
C -1.977 -1.017 -1.655
C -0.810 -1.959 -1.997
C 0.364 -1.739 -1.085
C 0.695 -2.672 -0.121
C 1.758 -2.455 0.746
C 2.506 -1.296 0.659
C 2.178 -0.333 -0.324
C 1.114 -0.568 -1.176
H 0.853 0.160 -1.928
O 2.965 0.776 -0.337
C 2.754 1.738 -1.339
H 1.756 2.185 -1.272
H 3.505 2.508 -1.167
H 2.894 1.314 -2.339
O 3.565 -0.980 1.462
C 3.987 -1.927 2.409
H 3.215 -2.121 3.163
H 4.277 -2.871 1.937
H 4.856 -1.486 2.895
H 1.991 -3.204 1.484
H 0.125 -3.586 -0.033
H -0.515 -1.788 -3.034
H -1.151 -2.992 -1.904
H -1.699 0.011 -1.888
H -3.060 -1.957 -3.334
H -1.589 -1.509 0.442
H -0.764 0.544 1.840
H 0.637 1.523 3.514
H 2.344 1.936 3.198
*
```

SMILES   COc1cc(C[C@H]2C(=O)OC[C@@H]2Cc2ccc(OC)c(OC)c2)ccc1O
Frontier orbital gap   8.795 eV
Lowest unoccupied orbital energy   0.65 eV
Highest occupied orbital energy   -8.1 eV

Model ii:
Here is a single C21H24O6 molecule from the OMol25 dataset. Energies are from ωB97M-V with the def2-TZVPD basis set.

```
! wB97M-V def2-TZVPD RIJCOSX def2/J DEFGRID3
* xyz 0 1
C 2.691 2.642 1.117
H 1.906 3.060 0.479
H 2.882 3.327 1.943
H 3.601 2.513 0.528
O 2.281 1.438 1.727
C 1.908 0.362 0.998
C 1.794 0.298 -0.392
C 1.359 -0.890 -0.994
C 1.043 -2.003 -0.245
C 1.157 -1.931 1.135
C 1.561 -0.772 1.765
C 1.666 -0.694 3.277
O 1.585 -1.957 3.893
H 0.659 -2.224 3.923
C 0.656 0.306 3.882
H 0.576 0.077 4.948
H 1.079 1.305 3.788
C -0.744 0.321 3.256
C -1.491 -1.001 3.430
H -1.054 -1.786 2.817
H -1.489 -1.310 4.474
H -2.528 -0.885 3.118
C -1.553 1.457 3.882
H -2.539 1.522 3.427
H -1.680 1.288 4.949
H -1.049 2.410 3.744
H -0.644 0.520 2.183
H 2.675 -0.337 3.517
H 0.950 -2.809 1.727
H 0.727 -2.912 -0.732
O 1.331 -0.958 -2.379
C 0.106 -0.714 -2.991
C -0.675 0.411 -2.763
C -1.872 0.544 -3.459
C -2.295 -0.410 -4.370
C -1.492 -1.518 -4.608
C -0.296 -1.676 -3.930
O 0.485 -2.755 -4.163
H 1.287 -2.660 -3.623
H -1.783 -2.272 -5.321
C -3.582 -0.245 -5.120
H -4.134 -1.182 -5.143
H -4.203 0.521 -4.664
H -3.377 0.047 -6.149
H -2.480 1.418 -3.282
C -0.243 1.499 -1.810
H -0.855 2.389 -1.981
H -0.372 1.176 -0.767
O 1.094 1.923 -2.039
C 2.127 1.381 -1.378
O 3.246 1.744 -1.624
*
```

SMILES   COc1c([C@H](O)CC(C)C)ccc2c1C(=O)OCc1cc(C)cc(O)c1O2
Frontier orbital gap   9.162 eV
Lowest unoccupied orbital energy   0.53 eV
Highest occupied orbital energy   -8.6 eV

Most stable to least stable, the ends of the list are model i and model ii.

Model i:
Here is 2 unconnected molecules or ions with the total composition C4H7NSi from the OMol25 dataset. Energies are from ωB97M-V with the def2-TZVPD basis set.

```
! wB97M-V def2-TZVPD RIJCOSX def2/J DEFGRID3
* xyz 0 1
C -0.813 1.282 0.803
C -0.163 1.287 -0.479
C -1.060 0.084 0.298
C 0.100 -0.100 -0.701
N -3.464 -0.974 -0.281
Si 1.630 -0.944 0.302
H -1.479 1.763 1.451
H -0.389 1.944 -1.430
H -0.084 -0.510 -1.703
H -3.095 -1.812 -0.688
H 1.762 0.356 0.982
H 2.761 -1.532 -0.441
H 1.441 -1.955 1.370
*
```

Frontier orbital gap (alpha / beta)   7.955 / 7.923 eV
Lowest unoccupied orbital energy (alpha / beta)   -0.23 / -0.32 eV
Highest occupied orbital energy (alpha / beta)   -8.2 / -8.2 eV

Model ii:
Here is a molecular structure, C4H7NSi from the OMol25 dataset. Energies are from ωB97M-V with the def2-TZVPD basis set.

```
! wB97M-V def2-TZVPD RIJCOSX def2/J DEFGRID3
* xyz 0 1
C -0.810 -0.288 -1.970
C -1.295 0.825 -1.249
C 0.442 -0.188 -1.239
C -0.065 1.025 -0.600
N 1.445 -1.032 -1.374
Si 0.233 -0.296 2.537
H -1.162 -0.919 -2.710
H -2.247 1.161 -1.256
H 0.489 1.840 -0.197
H 2.270 -0.815 -0.808
H 1.647 -0.474 2.785
H -0.660 -1.411 2.431
H -0.289 0.572 3.650
*
```

Frontier orbital gap (alpha / beta)   7.306 / 7.587 eV
Lowest unoccupied orbital energy (alpha / beta)   -0.76 / -0.27 eV
Highest occupied orbital energy (alpha / beta)   -8.1 / -7.9 eV

Most stable to least stable, the ends of the list are model ii and model i.

Model i:
Here is a molecular structure, C2H5PS from the OMol25 dataset. Energies are from ωB97M-V with the def2-TZVPD basis set.

```
! wB97M-V def2-TZVPD RIJCOSX def2/J DEFGRID3
* xyz 0 1
C -2.278 2.161 -0.299
C 1.478 -1.714 -1.204
P -1.031 2.818 0.529
S 0.484 -0.466 -0.913
H -3.293 1.965 0.058
H -2.241 1.973 -1.626
H 2.500 -1.383 -1.109
H 1.408 -2.798 -1.471
H -0.268 3.158 -0.593
*
```

Frontier orbital gap   8.395 eV
Lowest unoccupied orbital energy   -0.49 eV
Highest occupied orbital energy   -8.9 eV

Model ii:
Here is a single C2H5PS molecule from the OMol25 dataset. Energies are from ωB97M-V with the def2-TZVPD basis set.

```
! wB97M-V def2-TZVPD RIJCOSX def2/J DEFGRID3
* xyz 0 1
C -0.066 1.175 -1.062
C -0.824 -0.695 1.079
P 0.489 -0.493 0.062
S 1.607 1.283 -0.844
H -0.723 1.950 -1.358
H -1.692 -0.129 0.681
H -0.670 -0.645 2.120
H 0.350 -0.999 -1.150
H 1.528 -1.446 0.471
*
```

Frontier orbital gap   7.173 eV
Lowest unoccupied orbital energy   -0.88 eV
Highest occupied orbital energy   -8.1 eV

Most stable to least stable, the ends of the list are model i and model ii.

Model i:
Here is 11 unconnected molecules or ions with the total composition C25H72O11 from the OMol25 dataset. Energies are from ωB97M-V with the def2-TZVPD basis set.

```
! wB97M-V def2-TZVPD RIJCOSX def2/J DEFGRID3
* xyz 0 1
C -6.850 -18.400 -15.846
C -7.118 -18.189 -17.312
C -6.194 -17.139 -17.982
O -6.709 -19.403 -17.982
H -5.863 -18.854 -15.719
H -7.520 -19.120 -15.375
H -6.846 -17.472 -15.272
H -8.179 -18.013 -17.511
H -6.305 -17.250 -19.060
H -5.188 -17.438 -17.693
H -6.340 -16.075 -17.773
H -7.183 -19.490 -18.812
C -6.873 -18.094 -5.468
C -7.769 -17.974 -6.702
C -7.313 -16.870 -7.654
O -7.603 -19.188 -7.439
H -7.015 -17.238 -4.804
H -5.831 -18.284 -5.719
H -7.182 -18.980 -4.904
H -8.825 -17.789 -6.480
H -6.756 -16.125 -7.080
H -8.152 -16.445 -8.203
H -6.594 -17.205 -8.405
H -7.935 -19.943 -6.942
C -0.330 -21.054 -15.193
C -1.462 -21.211 -14.199
C -0.958 -21.524 -12.781
O -2.066 -19.909 -14.144
H 0.440 -21.824 -15.123
H 0.215 -20.149 -14.906
H -0.665 -20.905 -16.218
H -2.256 -21.890 -14.525
H -0.624 -20.591 -12.328
H -0.092 -22.188 -12.750
H -1.795 -21.921 -12.205
H -2.909 -19.951 -13.666
C -8.199 -15.568 -11.801
C -7.605 -14.223 -11.369
C -8.271 -13.756 -10.094
O -6.229 -14.553 -11.116
H -7.680 -15.879 -12.712
H -9.237 -15.458 -12.125
H -8.147 -16.324 -11.020
H -7.737 -13.505 -12.183
H -9.357 -13.805 -10.194
H -8.005 -12.738 -9.791
H -8.045 -14.332 -9.193
H -5.878 -13.812 -10.603
C -1.290 -14.036 -7.632
C -2.599 -14.834 -7.704
C -3.244 -14.679 -9.094
O -2.341 -16.199 -7.483
H -1.157 -13.762 -6.581
H -1.282 -13.104 -8.200
H -0.383 -14.573 -7.905
H -3.346 -14.500 -6.974
H -4.219 -15.144 -9.234
H -2.553 -14.886 -9.913
H -3.520 -13.627 -9.276
H -2.785 -16.805 -8.123
C 0.133 -13.978 -13.486
C -1.221 -13.953 -12.805
C -1.264 -12.855 -11.727
O -2.281 -13.940 -13.738
H 0.074 -13.152 -14.204
H 0.434 -14.915 -13.949
H 0.953 -13.685 -12.826
H -1.334 -14.849 -12.179
H -1.262 -13.184 -10.689
H -2.110 -12.178 -11.878
H -0.422 -12.160 -11.811
H -2.379 -14.875 -13.969
C -3.199 -16.129 -16.010
C -1.934 -16.952 -15.793
C -0.854 -16.566 -16.761
O -1.380 -16.820 -14.469
H -3.476 -16.109 -17.072
H -3.038 -15.050 -15.917
H -4.122 -16.442 -15.522
H -2.279 -17.984 -15.899
H -1.144 -16.542 -17.817
H 0.019 -17.210 -16.668
H -0.578 -15.510 -16.666
H -1.830 -17.524 -13.983
C -5.188 -21.066 -14.092
O -4.670 -20.252 -13.043
H -6.276 -21.074 -14.012
H -4.889 -20.780 -15.098
H -4.812 -22.093 -14.011
H -5.138 -20.512 -12.245
C -6.401 -14.361 -15.091
O -5.582 -13.364 -15.684
H -6.651 -13.994 -14.084
H -7.298 -14.669 -15.612
H -5.747 -15.179 -14.761
H -4.894 -13.109 -15.063
C -4.647 -17.073 -12.463
O -5.208 -17.237 -11.163
H -5.333 -17.407 -13.244
H -4.363 -16.026 -12.586
H -3.761 -17.704 -12.530
H -5.781 -16.472 -11.001
C -3.620 -19.464 -8.988
O -3.351 -18.070 -9.155
H -4.676 -19.737 -9.022
H -3.115 -19.934 -9.849
H -3.102 -19.876 -8.124
H -3.995 -17.806 -9.842
*
```

SMILES   CC(C)O.CC(C)O.CC(C)O.CC(C)O.CC(C)O.CC(C)O.CC(C)O.CO.CO.CO.CO
Frontier orbital gap   9.672 eV
Lowest unoccupied orbital energy   0.41 eV
Highest occupied orbital energy   -9.3 eV

Model ii:
Here is 11 unconnected molecules or ions with the total composition C25H72O11 from the OMol25 dataset. Energies are from ωB97M-V with the def2-TZVPD basis set.

```
! wB97M-V def2-TZVPD RIJCOSX def2/J DEFGRID3
* xyz 0 1
C -1.686 -4.223 0.700
O -1.125 -2.974 1.011
H -2.388 -4.642 1.425
H -0.842 -4.978 0.374
H -2.317 -4.109 -0.152
H -0.875 -2.915 1.946
C 3.352 1.054 0.818
O 2.650 2.259 1.086
H 2.712 0.271 0.315
H 3.596 0.742 1.897
H 4.304 1.155 0.259
H 1.734 2.074 1.040
C -0.401 0.317 -0.943
O 0.223 0.044 0.239
H -1.064 -0.525 -1.087
H 0.216 0.584 -1.780
H -1.085 1.111 -0.781
H 0.629 -0.792 0.020
C -3.276 -2.372 -3.019
O -4.527 -1.794 -3.177
H -3.385 -3.395 -2.716
H -2.767 -1.809 -2.263
H -2.761 -2.238 -4.019
H -4.609 -1.064 -2.481
C -3.475 -0.483 0.270
C -3.600 -0.399 1.758
C -2.243 -0.051 2.414
O -4.376 0.503 2.180
H -3.216 0.498 -0.089
H -4.383 -0.779 -0.112
H -2.805 -1.330 0.071
H -3.908 -1.401 2.160
H -2.167 -0.134 3.486
H -1.914 0.878 2.067
H -1.475 -0.703 2.029
H -4.580 0.406 3.127
C -2.202 0.740 -4.918
C -2.439 1.877 -3.951
C -3.108 1.354 -2.730
O -1.496 2.666 -3.646
H -1.969 1.218 -5.788
H -3.094 0.049 -5.002
H -1.259 0.168 -4.571
H -3.180 2.509 -4.399
H -4.127 1.082 -3.003
H -3.189 2.082 -1.920
H -2.595 0.499 -2.426
H -1.623 3.565 -3.458
C 2.433 2.510 -2.481
C 3.325 1.289 -2.594
C 3.262 0.635 -3.976
O 4.537 1.575 -2.539
H 2.703 3.368 -3.047
H 2.527 2.942 -1.462
H 1.423 2.181 -2.708
H 2.848 0.609 -1.934
H 2.138 0.376 -4.080
H 3.775 -0.291 -3.941
H 3.473 1.320 -4.842
H 4.724 2.300 -3.252
C 0.693 1.832 5.718
C 0.049 0.872 4.775
C 0.612 1.060 3.350
O 0.118 -0.324 5.121
H 0.743 2.891 5.239
H 1.704 1.460 6.087
H 0.096 1.999 6.579
H -0.988 1.195 4.792
H 1.655 0.937 3.265
H 0.467 2.161 3.136
H 0.208 0.292 2.649
H -0.593 -0.775 4.701
C -0.169 3.334 0.665
C -0.941 4.406 -0.031
C -0.031 5.206 -0.919
O -1.818 3.954 -0.809
H -0.788 2.654 1.310
H 0.650 3.669 1.351
H 0.266 2.650 -0.056
H -1.336 5.101 0.722
H 0.897 5.566 -0.289
H -0.634 5.897 -1.434
H 0.407 4.486 -1.636
H -2.404 3.446 -0.286
C 2.110 -4.594 3.012
C 2.308 -3.221 3.776
C 1.953 -2.089 2.901
O 1.623 -3.069 4.785
H 2.529 -4.576 2.026
H 1.015 -4.835 2.887
H 2.683 -5.330 3.519
H 3.380 -3.167 3.893
H 2.631 -2.052 2.034
H 2.098 -1.130 3.353
H 0.965 -2.210 2.503
H 1.797 -3.834 5.318
C 0.867 -2.085 -2.656
C 1.572 -2.782 -1.409
C 3.000 -2.383 -1.310
O 1.204 -2.383 -0.286
H -0.205 -2.317 -2.493
H 1.101 -2.661 -3.508
H 1.254 -1.100 -2.671
H 1.438 -3.859 -1.306
H 3.615 -2.958 -0.657
H 3.080 -1.322 -0.959
H 3.569 -2.485 -2.233
H 0.500 -2.937 0.073
*
```

SMILES   CC(C)O.CC(C)O.CC(C)O.CC(C)O.CC(C)O.CC(C)O.CC(C)O.CO.CO.CO.CO
Frontier orbital gap   9.406 eV
Lowest unoccupied orbital energy   0.24 eV
Highest occupied orbital energy   -9.2 eV

Most stable to least stable, the ends of the list are model i and model ii.